No. 1
4
Properties=species:S:1:pos:R:3:forces:R:3:nbo_charge:R:1 method="wB97M-V/def2-TZVPD" largest_force_ha_per_bohr=0.0232 e_lumo_ev=-25.21 orbital_gap_ev=6.2 e_above_lowest_kcal_mol=22.8 energy_ev=-8628.139 total_charge=+3
Al 1.219167 -0.630344 -1.840786 -0.6 0.4 1.0 2.3338
O -0.034162 0.040014 0.497023 0.0 -0.3 -0.5 -0.5432
H -0.937003 -0.426794 0.614497 0.3 0.0 -0.1 0.5995
H -0.248002 1.017125 0.729266 0.3 -0.1 -0.4 0.6098

=====

No. 2
106
Properties=species:S:1:pos:R:3:forces:R:3:lowdin_charge:R:1 method="wB97M-V/def2-TZVPD" largest_force_ha_per_bohr=0.0479 e_lumo_ev="0.29 / 0.20" orbital_gap_ev="8.7 / 8.7" e_above_lowest_kcal_mol=0.0 energy_ev=-235491.895 s2=2.01 multiplicity=3
H 6.026993 -1.105704 -6.337603 0.1 0.4 -0.1 0.0431
C -5.645228 3.205544 6.632781 0.0 -0.1 0.0 -0.1727
C 3.193319 -1.684588 5.203461 0.0 0.3 0.2 -0.0396
H 6.511602 -1.946959 -4.909521 0.2 0.1 0.2 0.0654
C 0.927153 -2.153924 4.254144 -0.4 0.3 -0.2 -0.1313
H -3.528575 1.034171 4.022437 0.0 0.0 0.0 0.0935
C 2.604101 1.271873 4.172331 0.1 -0.1 0.3 -0.0292
H -3.696174 4.024096 6.203140 0.1 -0.1 -0.1 0.1256
C 2.975096 -3.282864 3.391974 0.0 0.0 -0.6 -0.0467
H -7.303121 -0.564837 7.445126 0.0 0.1 -0.1 0.0889
H -0.156779 -0.136028 2.656553 0.1 0.0 -0.1 0.1266
C 1.942439 0.270941 -7.891128 0.6 0.7 -0.1 -0.5881
C 4.392164 -1.757231 -5.093557 -0.3 0.0 -0.1 -0.4438
H 2.040028 2.185289 4.365005 0.0 0.0 -0.1 0.0874
H 0.401940 -2.594244 3.400439 0.1 0.0 -0.1 0.1265
C -0.019484 -2.906333 -7.711202 0.3 -0.3 -0.2 -0.1745
H -6.041665 1.085390 4.498720 0.0 0.0 0.0 0.0543
H 3.579039 0.716641 -1.870319 0.2 -0.1 0.1 0.0702
C -4.120306 3.143958 6.691390 -0.4 0.0 0.3 -0.1350
H 0.656198 2.049984 -10.496541 0.0 0.1 -0.2 0.0770
H 4.025673 -3.174189 3.117278 0.0 0.0 0.0 0.0925
C 1.182179 0.307970 -6.566720 0.1 0.9 -0.3 -0.4179
H 2.097249 -2.355212 -7.490333 0.2 0.2 0.0 0.0517
H 0.619218 -0.462597 5.584504 0.0 0.0 0.0 0.1063
C 1.354267 1.281724 -10.180494 0.0 0.1 0.4 -0.0799
H -3.805853 3.192054 7.738815 0.0 -0.1 0.0 0.1263
C -6.333678 0.379198 5.269855 0.1 0.2 -0.3 -0.0326
H 5.986199 -0.257097 -4.753034 0.0 0.1 0.0 0.0576
H 3.305425 -2.601892 5.781193 0.0 -0.1 -0.1 0.0840
O -1.677538 -0.161770 -6.190009 0.2 0.6 0.6 -0.1263
C 2.761484 -1.112184 -2.771561 0.3 -0.3 -0.4 -0.3759
C -6.251598 1.945820 7.247563 0.4 0.5 0.1 -0.1357
Br 1.931038 -4.674564 -6.661379 0.3 0.2 -0.2 0.7024
H -1.619740 0.919337 5.844304 0.0 0.0 0.0 0.0660
H -1.857520 2.180494 -7.461666 0.3 0.1 0.0 0.1170
H -1.787529 1.850854 7.336999 -0.1 -0.2 0.0 0.0832
H 3.521953 -1.852939 -2.522365 0.2 -0.1 -0.2 0.0754
C -5.707319 0.642326 6.652290 -1.5 -0.5 -1.1 -0.4952
O 0.599141 -0.135011 -4.377376 0.2 1.6 -0.4 -0.3095
H 1.826734 -1.669382 -2.762093 -0.2 0.1 0.1 0.0656
O -0.618557 2.055040 -4.368759 -1.2 -1.2 -1.1 -0.2132
N -4.218126 0.642639 6.553617 -0.1 1.1 2.1 -0.0738
H 4.194304 -1.309073 4.987043 0.0 0.0 0.0 0.0947
H -7.421021 0.431987 5.335154 0.0 -0.1 0.1 0.0877
H -1.559558 2.680562 5.818254 -0.2 0.1 -0.1 0.0880
H 2.697387 -0.986590 5.874831 0.0 0.1 -0.1 0.0592
O -3.727998 0.363616 7.719650 0.4 -0.7 -0.2 -0.0144
C 0.416698 0.192091 3.529958 -0.3 -0.6 0.1 -0.1354
H -0.386660 -3.921788 -7.627431 -0.2 -0.1 0.0 0.0444
O 1.428613 1.594818 -5.910419 -1.1 -0.9 1.0 -0.1907
C -6.216160 -0.514867 7.509759 0.5 -0.2 0.4 -0.0484
H 2.900959 -0.526082 -0.731199 0.3 0.2 0.2 0.0548
P -0.611236 0.526847 -7.148264 -1.4 -0.5 -1.0 0.4966
H -6.051658 1.960725 8.323809 0.1 -0.1 0.0 0.1245
C 2.404777 -1.962689 3.906926 0.9 -0.6 1.6 -0.4919
H 2.225073 1.284186 -10.828937 0.0 0.0 -0.2 0.0723
C -3.694543 1.995715 4.510877 -0.3 0.0 -0.2 -0.0370
H 2.903565 1.428576 1.497849 0.0 0.0 0.0 0.0923
O 1.570189 2.095426 -3.558186 0.9 -0.5 0.5 -0.2206
H 1.854784 0.487526 -1.664971 0.0 0.3 0.0 0.0526
C 1.887312 1.283398 1.867436 0.1 -0.4 -0.6 -0.0463
Br -0.452995 -2.784496 -4.605904 0.3 0.0 -0.2 0.8199
O 2.305203 -1.325869 1.732039 0.7 0.0 -0.3 -0.0257
H 4.048599 -2.128816 -6.053975 -0.1 -0.3 0.0 0.0240
H -5.813910 -1.467842 7.163728 0.0 0.0 0.0 0.0906
H -7.337426 1.970412 7.138950 0.0 -0.2 -0.1 0.1221
H -0.023166 1.141505 3.842530 0.1 0.1 -0.1 0.1108
H -5.993037 4.081808 7.183608 0.0 0.0 0.0 0.1128
H -6.070814 -0.619037 4.916610 0.1 0.0 0.0 0.0907
C 1.794587 1.564050 -8.729240 0.2 -0.3 -0.6 -0.2577
C 1.876198 0.412964 3.121068 0.4 1.7 0.9 -0.4886
H 2.430972 -3.662746 2.529402 0.0 0.1 -0.1 0.0787
H 2.739256 0.790167 5.135794 0.0 0.0 0.0 0.0548
H -0.829417 -1.031471 4.787151 0.0 0.0 0.0 0.1070
H 4.431984 -2.592959 -4.400368 -0.2 -0.1 0.1 0.0688
H 1.289647 0.860787 1.061809 0.1 -0.1 0.0 0.0741
H 2.908137 -4.041471 4.170884 0.0 0.1 0.1 0.0852
H 3.591302 1.562053 3.809518 0.0 -0.1 0.0 0.0911
H -1.925782 0.409837 -5.441180 0.2 -0.3 0.1 0.0873
H 2.776468 2.012640 -8.813768 0.1 0.2 0.4 0.0842
H 1.173072 2.307762 -8.243951 -0.2 -0.1 0.1 0.0936
H -0.805601 -2.267494 -7.334736 0.0 0.3 0.0 0.0291
H 0.834757 -2.871061 5.072518 0.2 0.0 0.0 0.1267
C 1.523478 -0.670362 -5.412725 -1.2 -1.7 0.7 -0.4820
P 3.191070 -0.481782 -4.472663 1.2 1.1 0.0 1.0714
H 1.959534 -2.712775 -4.941254 0.0 0.0 0.3 0.0116
C -3.554640 1.879404 6.043321 0.6 0.7 -1.7 -0.4892
C 2.810848 -0.027702 -1.693889 -1.0 -0.4 -0.1 -0.1523
O -0.817271 0.016736 -8.492867 0.4 -0.9 -0.9 -0.2254
C 5.820375 -1.192486 -5.275050 -0.4 -0.7 -0.1 -0.1646
H 1.471478 2.265559 2.092679 0.0 0.0 0.2 0.0906
Cl 3.710946 -0.007520 -7.662158 -0.1 -0.2 0.1 0.7496
H -2.957275 2.695051 4.116110 0.1 0.0 0.1 0.0839
C -2.048231 1.822773 6.280520 0.2 -0.3 0.5 -0.0417
C 1.292943 -2.807521 -6.929184 -0.7 -0.8 0.5 -0.7133
H 0.146379 -2.720887 -8.767963 0.0 0.2 -0.1 0.0856
H -5.992724 3.333310 5.603914 0.0 0.0 0.0 0.1050
O -0.943537 2.087265 -7.142249 0.2 0.1 0.7 -0.1030
H -5.958627 -0.396667 8.560441 0.1 0.0 0.0 0.0797
N 2.607179 -0.870979 2.906838 -2.1 -0.7 -1.0 -0.0680
C 0.236166 -0.846168 4.634643 0.1 0.0 -0.1 -0.1812
C 1.194420 -2.216236 -5.515616 0.1 0.5 -0.3 -0.6718
H 1.603024 -0.556596 -8.494060 -0.2 -0.3 0.1 0.0773
H -4.656805 2.387998 4.188473 0.0 -0.1 0.0 0.0590
H 0.852756 0.325405 -10.277723 -0.1 0.0 0.0 0.0593
S 0.673810 1.473288 -4.452424 1.5 1.8 0.8 0.5920

=====

No. 3
70
Properties=species:S:1:pos:R:3:forces:R:3:nbo_charge:R:1 method="wB97M-V/def2-TZVPD" largest_force_ha_per_bohr=0.0112 e_lumo_ev="-3.53 / -3.63" orbital_gap_ev="5.9 / 5.9" e_above_lowest_kcal_mol=0.0 energy_ev=-157561.021 s2=6.03 multiplicity=5 total_charge=+1
C -4.614254 -0.180830 1.806579 0.4 0.1 0.0 -0.0932
C 1.897395 5.086282 0.106214 0.0 0.1 0.1 -0.2408
H -3.395594 1.757446 4.298737 0.0 0.0 0.0 0.2432
H -0.585087 5.173565 5.255629 0.0 0.0 0.0 0.2306
N -6.820679 -2.295075 -0.163308 -0.1 -0.1 -0.1 -0.5813
H 1.127066 5.691843 0.574076 0.1 0.0 0.0 0.2255
C -4.421333 -1.909988 -0.531957 0.4 0.1 0.0 -0.0942
C -3.402932 -0.359873 1.127479 -0.2 0.2 0.4 0.1757
H 2.335431 -5.700278 -5.436733 0.0 0.0 0.0 0.2213
H 3.963066 -0.735636 -3.487051 -0.1 0.0 0.0 0.2229
H -2.830084 -3.478673 -3.074409 0.0 0.0 0.0 0.2489
C 2.754973 -5.809605 -4.434768 0.0 0.0 0.0 -0.6287
H 1.570451 1.056830 1.201449 0.0 0.1 0.0 0.3922
C 1.385435 -3.714692 -1.557245 0.0 0.0 0.0 -0.0633
C -3.311062 -1.209994 -0.047328 -0.1 -0.4 -0.4 0.2470
C -5.773095 -0.866450 1.290717 0.0 -0.3 -0.3 0.1639
C 3.855046 3.515726 -1.089072 0.1 0.1 0.0 -0.1886
Cr -0.565225 -0.123160 0.246975 -0.3 -0.3 -0.2 1.1252
C -1.950935 -2.111282 -1.685696 0.1 0.2 0.1 0.0908
S -7.912048 -1.774115 0.897572 -0.2 0.0 0.0 0.9819
N -2.262463 0.214212 1.553876 0.3 0.1 -0.1 -0.5139
H -0.958483 -2.138623 -2.118010 0.1 -0.1 0.0 0.2460
S 0.468628 2.957283 1.052622 0.1 0.0 -0.1 1.1045
C 2.455878 -2.231187 -3.158368 -0.1 0.0 -0.1 -0.0473
H 4.607242 2.902559 -1.568016 0.0 0.0 0.0 0.2316
C 0.848638 3.448562 2.730553 -0.1 0.1 -0.1 -0.1742
C 1.766164 -2.422734 -1.953258 -0.2 0.0 0.3 -0.0873
C 0.661769 -3.990863 -0.264455 0.2 -0.1 0.0 -0.6335
H 2.360086 -0.068453 -3.186934 0.0 0.0 0.0 0.2308
C -0.097695 4.209406 3.401769 0.0 0.0 -0.1 -0.2385
H -1.006692 4.518595 2.896620 0.0 0.0 0.0 0.2287
C 2.893863 -0.882631 -3.666302 0.1 0.0 -0.1 -0.6433
H 2.730279 -0.820417 -4.743726 0.0 0.0 0.0 0.2188
C -5.675676 -1.724206 0.154553 -0.1 0.3 0.4 0.0959
N -2.098137 -1.323909 -0.622987 0.2 0.1 0.0 -0.5256
H 1.420952 -5.793004 -2.060850 0.0 0.0 0.0 0.2050
C 2.804619 2.903372 -0.418023 0.0 -0.2 -0.1 -0.2457
Se 1.533913 -0.898890 -0.778859 0.2 0.1 -0.1 -0.4189
H 3.837160 -5.902118 -4.543154 0.0 0.0 0.0 0.2249
C -2.277305 0.931587 2.674126 0.3 0.0 -0.1 0.0789
C 1.848595 3.701956 0.178475 -0.2 -0.1 0.1 -0.1657
H -5.556731 0.767962 3.484219 0.0 0.0 0.0 0.2511
H 4.749732 5.369609 -1.688470 0.0 0.0 0.0 0.2296
H 1.065506 -3.392426 0.552728 0.0 0.0 0.0 0.2304
H 2.723157 1.820071 -0.405426 0.0 0.1 0.0 0.2520
H 1.498137 4.456475 6.375069 0.0 0.0 -0.1 0.2317
H 0.744854 -5.046662 -0.004046 0.0 0.0 0.0 0.2205
C 2.951013 5.685914 -0.562183 0.0 0.0 0.0 -0.1812
H -0.403494 -3.770127 -0.336918 -0.1 0.1 0.0 0.1959
N -6.988964 -0.812859 1.799185 -0.1 0.0 0.1 -0.5991
C 2.399067 -4.632712 -3.568002 0.0 0.1 0.0 -0.0014
N 0.638896 1.379179 0.948450 0.0 -0.1 0.4 -1.2092
C -3.003413 -2.844587 -2.215350 -0.2 -0.1 -0.1 -0.2308
C 2.254410 3.411725 4.660701 0.0 0.0 0.0 -0.1786
C 2.757998 -3.343130 -3.937295 0.0 0.0 -0.1 -0.2120
C 2.025332 3.045512 3.345601 0.1 0.0 0.0 -0.2301
C -4.623847 0.610232 2.956732 0.0 0.0 0.0 -0.0899
C -3.438189 1.158790 3.399604 -0.2 0.0 0.1 -0.2378
C 0.141731 4.574886 4.720659 0.0 0.0 0.0 -0.2029
H 3.171507 3.113165 5.151756 0.0 0.0 0.0 0.2321
C 1.709330 -4.794086 -2.375749 -0.1 0.0 0.0 -0.2207
H -1.316706 1.325974 3.004250 -0.2 0.0 -0.1 0.2213
C 1.312489 4.173216 5.346099 0.0 0.0 0.0 -0.1792
C -4.250463 -2.747566 -1.634417 0.1 -0.1 -0.1 -0.0894
H 2.379224 -6.740468 -4.011239 0.0 0.0 0.0 0.2156
H -5.098667 -3.303512 -2.014450 0.0 0.0 0.0 0.2507
H 3.294924 -3.189320 -4.869761 0.0 0.0 0.0 0.2071
H 3.005343 6.764928 -0.623588 0.0 0.0 0.0 0.2288
C 3.931321 4.899431 -1.157971 0.0 0.0 0.0 -0.1849
H 2.758634 2.457847 2.802292 0.0 0.0 0.0 0.2303

=====

No. 4
16
Properties=species:S:1:pos:R:3:forces:R:3:nbo_charge:R:1 method="wB97M-V/def2-TZVPD" largest_force_ha_per_bohr=0.0341 e_lumo_ev=1.21 orbital_gap_ev=9.5 e_above_lowest_kcal_mol=51.3 energy_ev=-6381.634
H -1.769141 -0.739766 -1.826418 0.0 -0.1 -0.2 0.1999
H -0.044853 1.660088 -1.619365 -0.1 -0.2 -0.1 0.2059
H -0.123008 1.116517 2.716414 0.5 -0.2 0.0 0.2194
H 0.898764 1.851842 0.668496 -0.2 0.1 -0.2 0.1965
C 0.664572 0.796295 0.742178 -0.1 0.2 -0.5 -0.1971
H -1.535564 0.132220 -0.260807 -0.2 -0.1 -0.5 0.2024
C 0.027395 -1.290238 -0.498386 -0.1 0.0 0.1 -0.4335
H 0.547974 0.229483 -2.552547 -0.1 0.0 0.1 0.1990
H 1.336313 0.022268 2.332545 -0.7 -0.2 1.6 0.2382
H 0.479811 -1.932983 -1.267070 -0.1 0.2 0.2 0.2098
C 0.296730 0.319577 2.089201 1.3 -0.3 0.5 -0.6684
C 0.114182 0.578615 -1.609366 -0.1 0.1 -0.2 -0.4053
H -0.376276 -0.543039 2.152791 0.3 0.1 -0.3 0.2103
C 0.728103 0.035006 -0.343959 0.1 0.3 0.2 -0.0091
C -1.043289 -0.352355 -1.115593 -0.5 -0.1 -0.4 -0.3736
H -0.201714 -1.883530 0.391884 -0.1 0.2 -0.2 0.2054

=====

No. 5
12
Properties=species:S:1:pos:R:3:forces:R:3:nbo_charge:R:1 method="wB97M-V/def2-TZVPD" smiles=NCN.S largest_force_ha_per_bohr=0.0256 e_lumo_ev=0.82 orbital_gap_ev=9.9 e_above_lowest_kcal_mol=7.1 energy_ev=-14981.726
H -0.513437 -0.286937 -1.578624 0.1 0.3 0.2 0.3515
C 0.724330 0.804389 -0.264248 -0.6 -0.1 -1.2 -0.0624
N -0.062218 0.625474 -1.517026 0.3 0.0 -0.1 -0.8634
H -1.764914 0.045385 1.158283 -0.4 -0.3 0.4 0.1427
S -2.551387 -0.699487 1.986876 0.7 -0.1 -0.4 -0.2827
H -1.731629 -1.782055 1.890665 -0.3 0.5 0.1 0.1393
H 0.564434 0.690624 -2.307277 -0.1 -0.1 -0.2 0.3504
H 1.570570 1.437210 -0.525586 0.1 0.1 0.1 0.1812
H 1.988021 -0.807910 -0.155228 -0.2 -0.3 -0.1 0.3663
N 1.220095 -0.397444 0.350538 -0.2 0.6 0.7 -0.8517
H 0.073897 1.415468 0.361608 0.2 -0.4 0.7 0.1732
H 0.482233 -1.044715 0.600024 0.4 -0.1 -0.2 0.3554

=====

No. 6
12
Properties=species:S:1:pos:R:3:forces:R:3:nbo_charge:R:1 method="wB97M-V/def2-TZVPD" smiles="C=C(C=O)CO" largest_force_ha_per_bohr=0.1164 e_lumo_ev=0.26 orbital_gap_ev=10.2 e_above_lowest_kcal_mol=67.1 energy_ev=-8337.552
C -0.642437 0.616757 0.670815 -0.9 1.6 1.4 -0.1052
H 2.133387 -1.267350 -0.049155 0.5 -0.2 -0.3 0.1236
H 0.782545 -1.623743 -1.546531 -0.6 -0.1 -0.3 0.1953
C 1.590962 -0.391818 0.297178 1.0 1.7 2.4 0.3925
H -2.228624 2.018170 0.088023 1.7 -5.7 -0.3 0.4774
O -1.921295 0.851314 -0.002893 -0.4 5.4 0.8 -0.7268
H -1.025244 -0.968321 -1.836496 1.4 -0.2 1.1 0.2341
H -0.846289 0.061376 1.631594 0.0 0.6 -0.7 0.1913
O 2.094117 0.442180 1.058629 -0.4 -1.5 -1.3 -0.5369
H -0.070509 1.589119 1.016535 -1.1 -1.9 -1.1 0.2208
C -0.074542 -1.027573 -1.216739 -0.6 0.8 0.0 -0.3043
C 0.207930 -0.300111 -0.110962 -0.6 -0.5 -1.9 -0.1617